Entry 1:
Below is a structure of composition C49H38NOP2ReS in a non-equilibrium geometry, with properties calculated with ωB97M-V with the def2-TZVPD basis set.

Multiplicity: 2
Energy above the lowest of the compared OMol25 structures with the same formula, charge and spin: 101.4 kJ/mol
Max |F|: 2.95 eV/Å
HOMO (alpha / beta): -16.4 / -16.4 eV
<S²>: 0.890
Total charge: +3
Gap between HOMO and LUMO (alpha / beta): 5.3646 / 5.9146 eV
Molar mass: 937.07 g/mol

CARTESIAN COORDINATES (ANGSTROEM)
Re: 0.31 -0.27 0.40
O: 1.25 -2.94 1.36
S: 0.00 -2.24 1.57
C: -1.30 -3.25 0.81
C: -1.93 -4.32 1.41
C: -2.69 -5.19 0.64
C: -2.82 -4.98 -0.72
C: -2.27 -3.85 -1.31
C: -1.50 -2.98 -0.55
P: -0.76 -1.54 -1.37
C: -2.08 -0.46 -1.97
C: -3.40 -0.55 -1.54
C: -4.34 0.35 -2.02
C: -3.96 1.35 -2.90
C: -2.64 1.45 -3.32
C: -1.70 0.56 -2.86
C: 0.18 -2.22 -2.76
C: 1.42 -2.81 -2.48
C: 2.07 -3.51 -3.47
C: 1.50 -3.63 -4.73
C: 0.28 -3.03 -5.01
C: -0.38 -2.30 -4.03
C: -0.41 -2.09 3.31
C: -0.46 -3.14 4.20
C: -0.87 -2.90 5.50
C: -1.23 -1.61 5.89
C: -1.12 -0.55 5.01
C: -0.68 -0.78 3.70
P: -0.27 0.62 2.59
C: 1.11 1.47 3.39
C: 1.45 2.74 2.92
C: 2.48 3.43 3.51
C: 3.20 2.85 4.55
C: 2.87 1.59 5.01
C: 1.84 0.88 4.43
C: -1.70 1.72 2.63
C: -1.87 2.64 3.66
C: -3.03 3.40 3.70
C: -4.00 3.24 2.72
C: -3.82 2.33 1.69
C: -2.67 1.57 1.64
H: -1.82 -4.50 2.47
H: -3.16 -6.03 1.11
H: -3.35 -5.70 -1.33
H: -2.40 -3.65 -2.37
H: -3.70 -1.33 -0.85
H: -5.37 0.26 -1.72
H: -4.69 2.06 -3.26
H: -2.35 2.23 -4.01
H: -0.67 0.61 -3.18
H: 1.85 -2.72 -1.49
H: 3.02 -3.98 -3.27
H: 2.00 -4.19 -5.50
H: -0.17 -3.12 -5.99
H: -1.33 -1.82 -4.25
H: -0.15 -4.13 3.89
H: -0.92 -3.71 6.21
H: -1.58 -1.44 6.89
H: -1.36 0.45 5.34
H: 0.89 3.17 2.09
H: 2.73 4.42 3.17
H: 4.03 3.39 4.99
H: 3.42 1.15 5.83
H: 1.60 -0.11 4.78
H: -1.11 2.78 4.42
H: -3.17 4.12 4.49
H: -4.90 3.84 2.76
H: -4.58 2.23 0.93
H: -2.51 0.86 0.83
N: 1.00 0.93 -0.76
C: 1.81 1.44 -1.62
C: 1.67 2.79 -2.12
C: 2.69 3.42 -2.86
C: 2.49 4.67 -3.39
C: 1.29 5.34 -3.18
C: 0.29 4.75 -2.39
C: 0.48 3.50 -1.86
C: 2.89 0.52 -2.02
C: 3.37 0.41 -3.33
C: 4.39 -0.48 -3.61
C: 4.94 -1.27 -2.61
C: 4.46 -1.17 -1.30
C: 3.44 -0.29 -1.01
H: 3.65 2.93 -2.98
H: 3.26 5.14 -3.98
H: 1.12 6.31 -3.61
H: -0.63 5.29 -2.20
H: -0.30 3.01 -1.28
H: 2.92 0.99 -4.12
H: 4.76 -0.57 -4.62
H: 5.73 -1.96 -2.84
H: 4.90 -1.76 -0.52
H: 3.10 -0.16 0.02

---

Entry 2:
Below is a structure of composition C49H41F6N11O4S3ScTe in a non-equilibrium geometry, with properties calculated with ωB97M-V with the def2-TZVPD basis set.

Multiplicity: 1
Energy above the lowest of the compared OMol25 structures with the same formula, charge and spin: 0.0 kJ/mol
Max |F|: 1.05 eV/Å
HOMO: -3.7 eV
Total charge: -1
Gap between HOMO and LUMO: 4.9684 eV
Molar mass: 1230.68 g/mol

CARTESIAN COORDINATES (ANGSTROEM)
Sc: -1.35 -1.27 0.54
C: -4.75 -5.40 4.21
C: -5.85 -4.59 3.90
C: -5.77 -3.61 2.92
C: -4.57 -3.47 2.25
C: -4.13 -2.52 1.22
N: -4.87 -1.66 0.63
C: -4.37 -0.75 -0.27
C: -5.12 -0.12 -1.28
C: -6.47 -0.22 -1.68
C: -6.87 0.45 -2.80
C: -5.95 1.21 -3.57
C: -4.64 1.33 -3.20
C: -4.20 0.69 -2.02
C: -2.97 0.57 -1.37
N: -1.81 1.34 -1.68
C: -0.61 0.63 -1.84
N: -0.34 -0.55 -1.26
C: 0.93 -0.96 -1.68
N: 1.57 -2.08 -1.34
C: 1.14 -2.96 -0.52
N: -0.09 -2.95 0.17
C: -0.19 -4.06 0.90
N: -1.22 -4.48 1.66
C: -2.37 -3.84 1.68
N: -2.77 -2.78 0.94
C: -3.48 -4.28 2.55
C: -3.55 -5.25 3.53
C: 1.02 -4.86 0.75
C: 1.40 -6.08 1.29
C: 2.63 -6.60 0.93
C: 3.46 -5.91 0.03
C: 3.08 -4.71 -0.52
C: 1.84 -4.18 -0.14
C: 1.45 0.03 -2.55
C: 2.65 0.12 -3.28
C: 2.86 1.22 -4.06
C: 1.90 2.26 -4.14
C: 0.71 2.19 -3.45
C: 0.49 1.06 -2.64
N: -3.07 -0.32 -0.34
H: -4.84 -6.14 4.99
H: -6.77 -4.73 4.45
H: -6.62 -2.98 2.68
H: -7.16 -0.82 -1.10
H: -7.90 0.39 -3.13
H: -6.29 1.69 -4.48
H: -3.93 1.88 -3.82
H: -2.68 -5.85 3.76
H: 0.74 -6.60 1.98
H: 2.96 -7.54 1.35
H: 4.41 -6.35 -0.24
H: 3.70 -4.18 -1.23
H: 3.38 -0.68 -3.22
H: 3.78 1.31 -4.64
H: 2.09 3.12 -4.78
H: -0.03 2.97 -3.53
F: -3.19 -0.88 4.31
C: -2.12 -1.29 4.99
F: -2.02 -0.60 6.12
F: -2.27 -2.58 5.28
S: -0.61 -1.08 3.96
O: -1.02 -1.61 2.68
O: 0.44 -1.73 4.67
N: -0.47 0.49 3.93
S: -0.67 1.38 2.66
O: 0.30 2.41 2.50
O: -1.12 0.68 1.44
C: -2.23 2.32 3.16
F: -2.07 3.62 2.90
F: -2.47 2.19 4.46
F: -3.28 1.87 2.49
Te: -1.52 3.06 -0.55
C: -1.69 4.47 -2.11
C: -2.73 4.42 -3.04
C: -2.78 5.34 -4.07
C: -1.83 6.35 -4.16
C: -0.81 6.42 -3.22
C: -0.74 5.48 -2.20
H: -3.49 3.66 -2.94
H: -3.58 5.29 -4.79
H: -1.87 7.06 -4.97
H: -0.07 7.20 -3.28
H: 0.08 5.51 -1.49
C: 5.65 -2.03 1.45
C: 6.59 -1.09 0.69
C: 5.96 0.23 0.23
C: 4.84 0.10 -0.81
N: 3.59 -0.37 -0.24
C: 2.69 0.32 0.50
S: 1.89 -0.46 1.78
N: 2.35 1.58 0.22
C: 2.74 2.42 -0.91
C: 3.93 3.35 -0.64
C: 3.52 4.72 -0.10
C: 2.71 4.65 1.19
H: 6.23 -2.76 2.02
H: 5.00 -2.60 0.79
H: 5.01 -1.49 2.15
H: 7.00 -1.61 -0.18
H: 7.44 -0.84 1.33
H: 6.75 0.86 -0.21
H: 5.57 0.77 1.10
H: 5.13 -0.61 -1.58
H: 4.69 1.06 -1.30
H: 3.57 -1.35 0.00
H: 1.72 1.97 0.90
H: 1.85 3.01 -1.16
H: 2.91 1.78 -1.77
H: 4.49 3.49 -1.57
H: 4.60 2.87 0.07
H: 2.94 5.24 -0.87
H: 4.42 5.32 0.07
H: 1.71 4.24 1.02
H: 2.57 5.65 1.62
H: 3.20 4.03 1.94

---

Entry 3:
Below is a structure of composition C49H41FeIN6O3P2STe in a non-equilibrium geometry, with properties calculated with ωB97M-V with the def2-TZVPD basis set.

Multiplicity: 2
Energy above the lowest of the compared OMol25 structures with the same formula, charge and spin: 85.6 kJ/mol
Max |F|: 2.15 eV/Å
HOMO (alpha / beta): -9.1 / -8.7 eV
<S²>: 0.759
Total charge: +1
Gap between HOMO and LUMO (alpha / beta): 6.5197 / 6.1438 eV
Molar mass: 1166.27 g/mol

CARTESIAN COORDINATES (ANGSTROEM)
Fe: -1.12 -0.73 -1.13
Te: 3.69 -1.37 1.55
C: 3.92 -0.62 3.53
C: 2.86 -0.47 4.41
C: 3.12 0.01 5.68
N: 4.33 0.36 6.11
C: 5.34 0.20 5.27
C: 5.19 -0.29 3.98
C: 1.67 -0.77 1.30
P: 0.63 -1.80 0.25
C: 0.57 -3.35 1.23
C: 0.32 -4.55 0.58
C: 0.28 -5.74 1.29
C: 0.47 -5.74 2.66
C: 0.70 -4.54 3.32
C: 0.75 -3.35 2.61
C: 1.80 -2.30 -1.09
C: 2.76 -3.30 -0.96
C: 3.65 -3.56 -2.00
C: 3.57 -2.83 -3.18
C: 2.62 -1.84 -3.32
C: 1.74 -1.57 -2.28
P: 1.35 0.91 1.05
C: 2.51 2.03 1.85
C: 2.21 2.64 3.07
C: 3.17 3.42 3.69
C: 4.41 3.60 3.10
C: 4.70 3.01 1.88
C: 3.75 2.22 1.25
C: -0.31 1.30 1.66
C: -1.04 0.35 2.37
C: -2.25 0.70 2.93
C: -2.75 1.99 2.77
C: -2.04 2.92 2.03
C: -0.81 2.59 1.49
H: 1.85 -0.71 4.11
H: 2.31 0.14 6.40
H: 6.32 0.49 5.64
H: 6.05 -0.40 3.33
H: 0.18 -4.56 -0.49
H: 0.11 -6.68 0.76
H: 0.44 -6.67 3.21
H: 0.86 -4.54 4.39
H: 0.94 -2.42 3.13
H: 2.80 -3.90 -0.06
H: 4.39 -4.34 -1.89
H: 4.26 -3.03 -3.99
H: 2.54 -1.28 -4.25
H: 0.99 -0.79 -2.38
H: 1.24 2.49 3.52
H: 2.95 3.88 4.64
H: 5.16 4.20 3.60
H: 5.66 3.16 1.41
H: 3.96 1.75 0.30
H: -0.64 -0.65 2.50
H: -2.81 -0.03 3.50
H: -3.69 2.26 3.22
H: -2.45 3.91 1.87
H: -0.25 3.32 0.92
C: -5.83 0.67 1.21
N: -5.53 0.84 -0.19
C: -6.33 1.52 -1.08
C: -5.79 1.39 -2.30
N: -4.63 0.63 -2.18
C: -4.48 0.28 -0.86
S: -3.37 -0.74 -0.09
C: -3.79 0.32 -3.27
C: -4.22 0.61 -4.57
C: -3.39 0.31 -5.63
C: -2.16 -0.27 -5.38
C: -1.82 -0.53 -4.07
N: -2.62 -0.26 -3.03
H: -6.71 0.05 1.34
H: -6.01 1.64 1.67
H: -4.98 0.18 1.68
H: -7.23 2.02 -0.78
H: -6.15 1.80 -3.22
H: -5.18 1.05 -4.75
H: -3.70 0.55 -6.64
H: -1.49 -0.53 -6.19
H: -0.87 -0.97 -3.82
I: -1.23 -7.02 -3.14
C: -1.70 -5.06 -2.62
C: -2.91 -4.59 -2.16
N: -2.73 -3.29 -1.90
N: -1.48 -2.89 -2.15
C: -0.84 -3.95 -2.60
H: -3.85 -5.10 -2.01
H: -3.38 -2.62 -1.50
H: 0.19 -3.90 -2.91
O: -1.38 3.41 -2.87
C: -0.27 4.05 -2.44
C: -0.05 5.39 -2.75
C: 1.08 6.05 -2.31
C: 2.01 5.37 -1.52
C: 1.80 4.05 -1.19
C: 0.66 3.35 -1.64
C: 0.45 1.98 -1.29
O: 1.45 1.42 -0.50
O: -0.46 1.26 -1.61
H: -1.91 4.01 -3.40
H: -0.78 5.91 -3.36
H: 1.24 7.08 -2.57
H: 2.89 5.88 -1.17
H: 2.52 3.53 -0.57

---

> Look up the total charge of the first one.

+3

---

> What is the formula in the first record?

C49H38NOP2ReS

---

Please write out number 1 again, unchanged.
Below is a structure of composition C49H38NOP2ReS in a non-equilibrium geometry, with properties calculated with ωB97M-V with the def2-TZVPD basis set.

Multiplicity: 2
Energy above the lowest of the compared OMol25 structures with the same formula, charge and spin: 101.4 kJ/mol
Max |F|: 2.95 eV/Å
HOMO (alpha / beta): -16.4 / -16.4 eV
<S²>: 0.890
Total charge: +3
Gap between HOMO and LUMO (alpha / beta): 5.3646 / 5.9146 eV
Molar mass: 937.07 g/mol

CARTESIAN COORDINATES (ANGSTROEM)
Re: 0.31 -0.27 0.40
O: 1.25 -2.94 1.36
S: 0.00 -2.24 1.57
C: -1.30 -3.25 0.81
C: -1.93 -4.32 1.41
C: -2.69 -5.19 0.64
C: -2.82 -4.98 -0.72
C: -2.27 -3.85 -1.31
C: -1.50 -2.98 -0.55
P: -0.76 -1.54 -1.37
C: -2.08 -0.46 -1.97
C: -3.40 -0.55 -1.54
C: -4.34 0.35 -2.02
C: -3.96 1.35 -2.90
C: -2.64 1.45 -3.32
C: -1.70 0.56 -2.86
C: 0.18 -2.22 -2.76
C: 1.42 -2.81 -2.48
C: 2.07 -3.51 -3.47
C: 1.50 -3.63 -4.73
C: 0.28 -3.03 -5.01
C: -0.38 -2.30 -4.03
C: -0.41 -2.09 3.31
C: -0.46 -3.14 4.20
C: -0.87 -2.90 5.50
C: -1.23 -1.61 5.89
C: -1.12 -0.55 5.01
C: -0.68 -0.78 3.70
P: -0.27 0.62 2.59
C: 1.11 1.47 3.39
C: 1.45 2.74 2.92
C: 2.48 3.43 3.51
C: 3.20 2.85 4.55
C: 2.87 1.59 5.01
C: 1.84 0.88 4.43
C: -1.70 1.72 2.63
C: -1.87 2.64 3.66
C: -3.03 3.40 3.70
C: -4.00 3.24 2.72
C: -3.82 2.33 1.69
C: -2.67 1.57 1.64
H: -1.82 -4.50 2.47
H: -3.16 -6.03 1.11
H: -3.35 -5.70 -1.33
H: -2.40 -3.65 -2.37
H: -3.70 -1.33 -0.85
H: -5.37 0.26 -1.72
H: -4.69 2.06 -3.26
H: -2.35 2.23 -4.01
H: -0.67 0.61 -3.18
H: 1.85 -2.72 -1.49
H: 3.02 -3.98 -3.27
H: 2.00 -4.19 -5.50
H: -0.17 -3.12 -5.99
H: -1.33 -1.82 -4.25
H: -0.15 -4.13 3.89
H: -0.92 -3.71 6.21
H: -1.58 -1.44 6.89
H: -1.36 0.45 5.34
H: 0.89 3.17 2.09
H: 2.73 4.42 3.17
H: 4.03 3.39 4.99
H: 3.42 1.15 5.83
H: 1.60 -0.11 4.78
H: -1.11 2.78 4.42
H: -3.17 4.12 4.49
H: -4.90 3.84 2.76
H: -4.58 2.23 0.93
H: -2.51 0.86 0.83
N: 1.00 0.93 -0.76
C: 1.81 1.44 -1.62
C: 1.67 2.79 -2.12
C: 2.69 3.42 -2.86
C: 2.49 4.67 -3.39
C: 1.29 5.34 -3.18
C: 0.29 4.75 -2.39
C: 0.48 3.50 -1.86
C: 2.89 0.52 -2.02
C: 3.37 0.41 -3.33
C: 4.39 -0.48 -3.61
C: 4.94 -1.27 -2.61
C: 4.46 -1.17 -1.30
C: 3.44 -0.29 -1.01
H: 3.65 2.93 -2.98
H: 3.26 5.14 -3.98
H: 1.12 6.31 -3.61
H: -0.63 5.29 -2.20
H: -0.30 3.01 -1.28
H: 2.92 0.99 -4.12
H: 4.76 -0.57 -4.62
H: 5.73 -1.96 -2.84
H: 4.90 -1.76 -0.52
H: 3.10 -0.16 0.02